No. 1
# C51H43GeN4O5PReS

A structure of composition C51H43GeN4O5PReS at a distorted geometry (ωB97M-V with the def2-TZVPD basis set, the Open Molecules 2025 dataset).

Structure (XYZ):
```
107
Properties=species:S:1:pos:R:3:forces:R:3
Re -1.216666 0.249324 0.801454 2.65 -2.42 1.52
O -3.083609 3.411124 0.243802 -0.01 0.18 -0.01
S -3.068189 2.004423 0.361174 -1.07 0.28 -0.13
O -2.200531 1.295781 -0.701778 0.03 0.52 0.68
O -2.586503 1.457258 1.723004 -0.30 1.13 -1.15
C -4.615719 1.242952 0.205888 -0.11 -0.64 0.11
C -5.739816 2.010573 -0.030572 0.19 0.05 0.01
C -6.969434 1.370137 -0.100824 -0.20 -0.13 0.00
C -7.039100 -0.009190 0.011852 -0.05 -0.03 -0.06
C -5.889764 -0.773779 0.224634 0.02 0.10 0.01
C -4.650882 -0.164804 0.367372 0.06 0.21 -0.08
P -3.153784 -1.192118 0.753015 -0.07 -0.04 -0.16
C -3.151235 -2.514218 -0.480445 0.10 0.00 -0.09
C -3.737059 -2.355702 -1.736010 0.06 -0.12 -0.05
C -3.631758 -3.375008 -2.680792 0.02 0.12 0.07
C -2.927667 -4.533733 -2.380880 0.00 0.00 -0.06
C -2.318343 -4.681202 -1.138963 0.00 -0.02 0.07
C -2.429003 -3.676618 -0.189427 -0.03 0.03 0.06
C -3.383527 -1.968321 2.364313 -0.01 -0.06 0.04
C -4.458045 -2.807399 2.666924 0.05 -0.01 0.05
C -4.552171 -3.382209 3.925813 -0.05 -0.03 -0.02
C -3.573812 -3.135926 4.884138 -0.02 -0.01 -0.02
C -2.495930 -2.312607 4.588657 0.05 0.00 0.01
C -2.403808 -1.737044 3.330305 -0.28 -0.06 -0.03
H -5.652097 3.084682 -0.155669 -0.01 -0.10 0.07
H -7.871803 1.951746 -0.246429 0.07 -0.05 -0.05
H -7.998721 -0.508631 -0.079179 0.12 0.06 0.04
H -5.972162 -1.852947 0.258714 -0.03 0.04 0.05
H -4.283051 -1.451099 -1.979352 0.02 -0.06 0.00
H -4.105021 -3.259228 -3.649509 0.03 -0.02 0.09
H -2.858666 -5.329255 -3.115981 -0.01 0.08 0.08
H -1.772082 -5.590312 -0.908106 -0.07 0.08 0.00
H -1.974113 -3.794871 0.793356 -0.08 -0.05 -0.12
H -5.216117 -3.028128 1.924936 0.04 0.01 0.05
H -5.391782 -4.028401 4.160023 0.11 0.07 -0.02
H -3.648635 -3.591705 5.864074 -0.02 0.03 -0.05
H -1.738013 -2.124038 5.339540 -0.04 0.01 -0.05
H -1.559555 -1.095662 3.089364 0.20 0.12 0.04
O 1.939690 3.093623 -4.776349 -0.11 0.30 0.01
C 1.188549 4.242025 -4.380468 0.04 -0.30 0.12
N 0.619909 3.952686 -3.090847 0.23 0.13 0.11
C 1.131133 4.478725 -1.941748 -0.11 -0.04 -0.21
O 2.050243 5.268646 -1.883545 -0.38 -0.06 -0.17
C 0.520164 3.982983 -0.654658 0.21 0.21 -0.07
C 0.300223 4.874157 0.386947 -0.01 0.18 0.08
C -0.032449 4.386015 1.639648 0.00 0.05 -0.03
C -0.110454 3.022682 1.824406 0.13 -0.55 -0.56
N 0.031476 2.130326 0.802220 -0.30 0.92 -0.03
C 0.337519 2.644419 -0.422485 -0.21 -0.68 0.50
H 2.346268 3.272253 -5.633050 -0.02 0.06 -0.02
H 0.387380 4.448541 -5.084916 -0.08 -0.04 -0.12
H 1.819600 5.114818 -4.269242 0.14 0.16 0.00
H -0.144336 3.299615 -3.053396 -0.13 0.08 0.08
H 0.406105 5.939125 0.210638 0.04 -0.06 0.02
H -0.224351 5.053369 2.470092 0.08 -0.05 -0.02
H -0.302099 2.608673 2.805593 -0.17 -0.05 -0.03
H 0.438087 1.914209 -1.221077 -0.04 0.04 0.06
N 1.987925 -3.918384 0.657981 0.20 -0.52 -0.62
C 1.453614 -2.883324 1.253471 -0.19 0.44 0.06
N 0.781057 -2.151518 0.350560 -0.39 0.25 -0.10
C 0.881350 -2.796024 -0.917230 -0.23 0.41 0.43
C 0.329947 -2.476587 -2.146243 -0.19 0.24 0.11
C 0.605814 -3.350036 -3.174615 0.04 -0.06 -0.17
C 1.407891 -4.489420 -2.980714 -0.05 -0.02 -0.02
C 1.947350 -4.797716 -1.747308 0.16 -0.22 -0.03
C 1.654468 -3.915928 -0.716696 0.24 -0.23 0.49
H 2.544521 -4.620502 1.122180 0.04 -0.05 0.08
H 1.532798 -2.638682 2.304229 0.04 0.01 -0.07
H -0.296404 -1.598700 -2.265420 0.06 -0.10 -0.05
H 0.194209 -3.158697 -4.160048 0.04 -0.02 0.11
H 1.594212 -5.152732 -3.816344 0.00 0.05 0.04
H 2.560181 -5.680942 -1.597962 -0.09 0.09 -0.02
C 0.006684 -1.025339 0.559958 -0.98 0.28 -1.25
Ge 3.004829 1.111579 0.359597 0.36 -0.02 0.39
C 3.425124 2.905707 0.582283 -0.04 0.35 0.01
C 4.074729 3.596289 -0.452799 -0.01 0.10 0.23
C 4.431152 4.919071 -0.259899 0.09 0.04 0.05
C 4.124911 5.552772 0.940080 0.00 -0.08 -0.03
C 3.484323 4.865355 1.970850 0.03 0.06 0.04
C 3.138905 3.537500 1.803264 0.20 0.10 -0.12
C 3.080194 0.299056 -1.313623 -0.15 -0.12 -0.39
C 2.817991 1.039553 -2.476616 0.08 -0.18 -0.11
C 2.965267 0.435353 -3.714912 0.04 -0.12 -0.11
C 3.386379 -0.891063 -3.796276 0.03 0.05 0.18
C 3.644044 -1.627897 -2.640862 0.09 -0.01 -0.11
C 3.482225 -1.040694 -1.397891 0.01 0.04 -0.14
C 3.068116 0.016658 1.924897 -0.19 -0.05 0.22
C 2.066497 0.003261 2.899559 0.31 -0.21 0.09
C 2.263588 -0.686184 4.089210 -0.03 -0.02 0.07
C 3.461491 -1.360985 4.315491 0.01 -0.01 -0.07
C 4.461432 -1.352145 3.347889 0.01 -0.02 -0.02
C 4.271276 -0.658303 2.154786 -0.08 -0.09 0.08
H 4.306282 3.104332 -1.389640 0.02 0.04 0.02
H 4.936790 5.461594 -1.048884 -0.05 -0.02 0.06
H 4.389527 6.594707 1.076761 0.02 -0.07 0.00
H 3.268066 5.369553 2.905594 0.03 -0.02 -0.05
H 2.654968 2.993751 2.607079 0.09 0.00 0.01
H 2.517396 2.083606 -2.436582 0.04 -0.15 -0.01
H 2.765096 1.010140 -4.611418 0.02 -0.13 0.16
H 3.533114 -1.349456 -4.767837 -0.04 0.02 0.06
H 3.981647 -2.655951 -2.715472 -0.01 0.09 -0.02
H 3.705496 -1.605328 -0.495612 -0.05 0.03 -0.07
H 1.134488 0.516153 2.724204 -0.12 0.18 0.04
H 1.493349 -0.681208 4.855227 0.09 0.00 -0.08
H 3.619805 -1.881162 5.253963 0.00 0.04 -0.09
H 5.399236 -1.869317 3.526089 -0.11 0.08 0.00
H 5.072133 -0.632554 1.419522 -0.03 -0.03 0.09
```
Forces are in eV/Å.

energy above the lowest of the compared OMol25 structures with the same formula, charge and spin: 207.5 kJ/mol
lowest unoccupied orbital energy (spin up / spin down): -8.96 / -8.96 eV
frontier orbital gap (spin up / spin down): 7.008 / 7.009 eV
F_max: 3.89 eV/A
E_HOMO (spin up / spin down): -16.0 / -16.0 eV
net charge: +3

Atomic partial charges in e from the Mulliken method, atoms 1 to 4: 0.560, -0.622, 1.429, -0.802



No. 2
# C51H44BiCl2N5O7S2Te

A structure of composition C51H44BiCl2N5O7S2Te (ωB97M-V with the def2-TZVPD basis set, the Open Molecules 2025 dataset).

Structure (XYZ):
```
113
Properties=species:S:1:pos:R:3:forces:R:3
Bi -0.535698 1.571798 -0.823361 -0.28 0.07 0.51
C 4.012655 -0.082946 4.762902 -0.11 0.07 -0.08
C 2.902658 0.431627 3.879034 -0.02 0.05 0.12
C 1.748474 1.009821 4.398451 -0.01 -0.10 0.02
C 0.690403 1.442574 3.604590 -0.01 0.04 0.03
C -0.466958 2.071004 4.326467 0.02 0.03 -0.11
O -0.254860 2.851638 5.229612 -0.03 0.02 -0.03
C -1.877556 1.681368 4.000126 -0.01 0.02 0.04
C -2.186951 0.413449 3.526101 0.06 -0.07 -0.01
C -3.510776 0.029132 3.373887 -0.05 -0.04 -0.05
C -4.532352 0.922002 3.670577 -0.02 0.02 -0.04
C -4.228785 2.199176 4.130951 0.07 -0.02 -0.01
C -2.904580 2.570753 4.308373 0.05 0.02 -0.03
C 0.768272 1.391750 2.196382 0.33 0.06 0.07
O -0.207461 1.876867 1.451693 -0.14 -0.16 -0.41
C 1.980485 0.836735 1.666427 -0.03 -0.19 0.25
C 2.984865 0.345046 2.501278 0.01 0.00 -0.27
C 2.039616 0.709024 0.209350 -0.09 0.17 -0.15
N 1.813255 1.748755 -0.554388 0.61 0.29 0.06
C 2.168238 3.099832 -0.042332 0.13 -0.20 0.02
C 3.648199 3.232736 0.329029 -0.25 -0.15 -0.19
Te 5.023877 2.604317 -1.214106 0.04 -0.05 0.22
C 5.640793 0.879614 -0.146630 -0.09 0.02 -0.07
C 6.131090 0.999237 1.151702 0.09 -0.06 -0.02
C 6.467928 -0.137829 1.876210 0.07 0.01 -0.04
C 6.326188 -1.398436 1.308439 0.00 0.01 -0.02
C 5.864489 -1.518818 0.003785 -0.02 0.02 -0.01
C 5.523938 -0.383241 -0.723300 0.03 0.03 0.06
C 2.131341 -0.604850 -0.455058 -0.13 -0.12 0.00
C 2.289866 -0.653381 -1.849860 0.02 0.09 0.05
C 2.360030 -1.870364 -2.502206 0.01 -0.04 -0.04
C 2.294995 -3.058755 -1.776551 -0.03 0.03 0.02
C 2.169139 -3.025094 -0.394072 -0.03 -0.09 0.00
C 2.081950 -1.805978 0.260470 -0.07 0.13 0.03
H 3.809469 0.138203 5.809918 0.02 0.00 -0.01
H 4.968661 0.371275 4.495401 -0.03 0.00 0.03
H 4.122627 -1.163986 4.660945 0.00 0.00 0.01
H 1.641668 1.123509 5.472424 0.01 0.00 -0.04
H -1.389227 -0.292424 3.321197 -0.01 0.05 -0.01
H -3.745204 -0.975609 3.042315 0.00 0.02 -0.01
H -5.567866 0.617152 3.564972 0.04 0.00 0.01
H -5.023797 2.891781 4.380059 0.02 -0.01 -0.02
H -2.641353 3.544117 4.702933 -0.03 -0.02 0.00
H 3.880128 -0.064942 2.036649 -0.19 -0.05 0.06
H 1.555575 3.381669 0.814207 -0.07 0.02 0.06
H 1.933919 3.798326 -0.840212 -0.04 0.02 -0.07
H 3.894532 2.623624 1.197513 0.04 0.05 -0.01
H 3.859344 4.273497 0.570263 0.00 -0.03 -0.02
H 6.256742 1.977899 1.600354 -0.01 -0.01 -0.01
H 6.848884 -0.037066 2.885930 -0.01 -0.01 -0.04
H 6.579688 -2.284761 1.878017 -0.01 0.05 -0.03
H 5.753968 -2.498317 -0.447918 0.02 0.05 0.03
H 5.157093 -0.481635 -1.737920 -0.03 -0.02 0.05
H 2.405819 0.276856 -2.394114 0.00 -0.01 0.02
H 2.498198 -1.901283 -3.578140 -0.02 0.01 0.07
H 2.343119 -4.013102 -2.289078 0.03 0.05 0.04
H 2.109423 -3.947079 0.174214 -0.01 0.00 -0.01
H 1.941372 -1.792670 1.333383 0.04 0.04 0.02
Cl -0.764302 6.596547 -1.462685 -0.01 0.04 -0.02
C -0.647231 5.461509 -2.754291 -0.01 -0.14 0.06
C -0.674673 5.925439 -4.080872 -0.01 0.07 0.01
C -0.586956 5.054345 -5.125131 0.01 0.07 -0.02
Cl -0.642327 5.655520 -6.750341 0.01 -0.01 0.00
C -0.454806 3.666640 -4.890037 0.00 -0.07 0.08
C -0.353887 2.688093 -5.899680 0.01 -0.05 -0.04
C -0.242999 1.365401 -5.567908 0.02 -0.03 -0.11
C -0.221061 1.003776 -4.214899 0.06 -0.01 0.15
N -0.300382 1.894158 -3.251605 -0.04 0.17 -0.18
C -0.427137 3.217984 -3.549483 0.02 -0.11 -0.11
C -0.537268 4.118307 -2.448032 -0.01 0.18 0.12
O -0.519702 3.692099 -1.194902 0.02 -0.31 -0.10
H -0.771194 6.988064 -4.261047 0.00 -0.04 0.00
H -0.363553 2.997161 -6.936756 -0.02 0.00 0.03
H -0.165541 0.601905 -6.330249 0.00 0.02 0.04
H -0.121895 -0.036267 -3.910683 0.00 0.08 -0.04
O -0.269304 -8.570192 2.315370 0.02 0.03 -0.03
S 0.702179 -7.762547 1.604665 -0.07 -0.12 0.04
O 1.098523 -6.543183 2.282465 0.00 0.09 -0.06
O 1.787819 -8.487619 0.979605 -0.05 0.03 -0.11
C -0.300994 -7.163766 0.192553 0.02 0.26 -0.07
N -0.750122 -8.039438 -0.715911 0.10 0.08 0.09
C -1.488677 -7.548542 -1.697827 0.06 -0.02 0.06
C -1.819075 -6.201629 -1.799748 -0.18 0.07 -0.08
C -1.310038 -5.377826 -0.813207 0.12 -0.06 -0.03
N -0.542032 -5.853860 0.159402 0.00 -0.24 0.09
C -1.485632 -3.901293 -0.765487 0.00 -0.02 0.04
C -1.894363 -3.143304 -1.858124 0.04 -0.04 -0.07
C -1.849062 -1.765935 -1.763374 0.01 0.14 0.11
N -1.439656 -1.120356 -0.666187 -0.28 -0.04 -0.06
C -1.122777 -1.853900 0.406917 0.06 0.17 -0.09
C -1.136594 -3.231680 0.406105 -0.04 -0.14 0.02
H -1.829738 -8.257830 -2.446493 -0.03 0.01 0.04
H -2.452033 -5.838426 -2.599727 0.04 -0.04 0.02
H -2.191058 -3.609972 -2.789560 0.02 0.02 0.05
H -2.143569 -1.140029 -2.605476 0.06 -0.06 0.05
H -0.795349 -1.297655 1.283615 -0.08 -0.05 -0.06
H -0.830109 -3.814067 1.268251 0.02 0.08 -0.06
C -5.490055 -0.896755 -0.397378 0.06 0.10 0.04
C -5.137616 0.344363 -1.217437 0.02 -0.12 0.17
S -3.919510 1.340063 -0.311225 -0.22 -0.02 0.25
O -2.976364 1.927070 -1.356919 0.14 -0.02 -0.01
C -4.966719 2.724915 0.222087 0.15 -0.01 -0.15
C -5.336511 3.651976 -0.926236 0.01 -0.06 -0.01
H -6.152832 -1.552294 -0.961715 -0.01 0.05 -0.01
H -5.999395 -0.624815 0.531057 0.04 -0.03 -0.06
H -4.591144 -1.460226 -0.136580 -0.04 0.03 -0.03
H -6.014372 0.951962 -1.435978 0.03 0.02 -0.08
H -4.636124 0.094350 -2.151619 0.02 -0.01 -0.01
H -4.369091 3.237151 0.978188 -0.02 -0.03 0.01
H -5.828642 2.271733 0.718714 0.05 0.00 0.02
H -4.446419 3.904815 -1.501559 -0.01 0.04 0.02
H -5.766030 4.574457 -0.536238 -0.01 -0.05 0.02
H -6.062139 3.199993 -1.603679 0.01 0.01 0.03
```
Forces are in eV/Å.

energy above the lowest of the compared OMol25 structures with the same formula, charge and spin: 110.2 kJ/mol
lowest unoccupied orbital energy: -1.70 eV
frontier orbital gap: 5.616 eV
F_max: 0.68 eV/A
E_HOMO: -7.3 eV

Atomic partial charges in e from the Mulliken method, atoms 1 to 4: 2.743, -1.622, 0.047, -0.588



Number 1: total energy -5458.30776 a.u.. Number 2: total energy -4969.67164 a.u..